No. 1
# C44H60BrCl2N7O3PRe

A structure of composition C44H60BrCl2N7O3PRe in a non-equilibrium geometry (ωB97M-V with the def2-TZVPD basis set, the Open Molecules 2025 dataset).

Cartesian coordinates (Å):
Re 1.16937 0.61761 -0.64050
Cl -1.47007 -6.28697 4.47266
C 0.15529 -6.74814 5.01826
Cl 0.91473 -5.48512 5.91462
H 0.79674 -7.09454 4.22180
H 0.11221 -7.54927 5.76354
C -0.74269 1.12286 -4.00646
C 0.01085 2.41899 -3.76659
C -0.34140 3.63599 -4.33442
C 0.53251 4.70090 -4.42164
C 1.74619 4.58683 -3.80481
C 2.15075 3.44372 -3.04649
C 3.44319 3.37292 -2.30388
C 1.28899 2.37805 -3.16996
N 1.65160 1.14142 -2.53355
C 2.29165 0.13164 -3.17378
C 2.76433 0.40109 -4.61356
C 2.45830 -1.11691 -2.52252
C 3.16445 -2.29245 -3.16281
N 1.81079 -1.27230 -1.35367
C 1.84979 -2.44519 -0.55122
C 0.77416 -3.30661 -0.68852
C -0.14439 -3.25832 -1.85730
C 0.67800 -4.40675 0.17124
C 1.69088 -4.75147 1.03520
C 2.87065 -4.00498 0.97921
C 2.94563 -2.84313 0.23887
C 4.23800 -2.00097 0.26630
H -1.83658 1.31909 -4.01403
H -0.48544 0.33543 -3.36413
H -0.58303 0.76985 -5.01534
H -1.34631 3.70632 -4.71645
H 0.32872 5.62711 -4.94787
H 2.43821 5.41561 -3.84491
H 3.95457 2.35110 -2.33518
H 3.17886 3.63271 -1.29162
H 4.16643 4.17403 -2.63819
H 3.87268 0.30838 -4.63774
H 2.63471 1.51406 -4.70558
H 2.31759 -0.17380 -5.40490
H 2.41634 -2.72351 -3.85646
H 3.22141 -2.98937 -2.40815
H 4.08087 -2.03291 -3.64630
H -0.96128 -4.01888 -1.71393
H 0.45151 -3.65995 -2.74576
H -0.49535 -2.28444 -2.09498
H -0.10732 -5.12613 0.10134
H 1.66067 -5.64023 1.62233
H 3.70256 -4.35428 1.61366
H 5.16934 -2.62569 0.26496
H 4.22188 -1.60200 1.28902
H 4.21182 -1.25958 -0.56479
O 1.10007 4.65326 0.86890
C 0.93695 3.56288 0.48767
N 0.77427 2.45577 -0.03214
N -0.63060 0.16146 -0.59969
P -2.01592 0.36158 0.21083
N -2.59750 1.91149 0.37687
C -2.34656 2.84686 -0.79834
C -2.78508 4.28575 -0.45811
C -4.19661 4.27559 0.01244
C -4.24243 3.46418 1.30070
C -3.91000 1.97529 1.03878
N -1.84250 -0.14426 1.75582
C -1.30932 -1.54254 1.92560
C -1.61348 -1.97070 3.35420
C -1.47996 -0.83667 4.40685
C -0.63209 0.31354 3.86910
C -1.22264 0.91162 2.61421
N -3.14523 -0.58847 -0.46238
C -3.02309 -1.27963 -1.74692
C -4.37429 -1.15245 -2.42049
C -5.57223 -1.71398 -1.62449
C -5.63659 -0.98788 -0.29184
C -4.24462 -1.02158 0.33133
H -2.91515 2.46593 -1.68017
H -1.30662 2.81276 -1.11758
H -2.60737 4.74828 -1.42595
H -2.11951 4.67339 0.32031
H -4.82945 3.82371 -0.79247
H -4.43405 5.31231 0.28367
H -5.28008 3.49594 1.67427
H -3.54476 3.81309 2.05978
H -4.74415 1.53422 0.43792
H -3.72272 1.49944 1.98625
H -0.24269 -1.50859 1.75537
H -1.80503 -2.14242 1.16650
H -0.85564 -2.72198 3.63648
H -2.59474 -2.44764 3.55064
H -0.94298 -1.28714 5.23798
H -2.36845 -0.41928 4.78019
H 0.37864 -0.12534 3.64043
H -0.44087 1.15224 4.58483
H -0.49898 1.47014 1.98861
H -1.97539 1.69065 3.00763
H -2.88149 -2.35043 -1.54126
H -2.23222 -0.82514 -2.33116
H -4.32475 -1.57534 -3.43330
H -4.57111 -0.08960 -2.52969
H -5.40885 -2.75923 -1.39777
H -6.49583 -1.59476 -2.17178
H -6.35579 -1.42183 0.37876
H -5.96467 0.03628 -0.42110
H -4.09025 -2.05074 0.70422
H -4.28537 -0.60482 1.32382
Br 6.59952 1.01808 6.15270
C 5.57270 0.97088 4.54105
C 4.40692 0.19623 4.59718
C 3.58248 0.16186 3.53159
C 3.92486 0.85641 2.36218
C 5.16933 1.52481 2.24814
C 5.97664 1.61093 3.38923
C 3.01068 0.68393 1.17684
O 3.26913 1.06382 -0.00036
O 1.82659 0.14379 1.32920
H 4.19859 -0.35787 5.50106
H 2.69569 -0.43986 3.53857
H 5.37772 2.06431 1.32414
H 6.83555 2.20562 3.43914

## Properties
Total charge = +1
HOMO (spin up / spin down) = -9.8 / -11.2 eV
Multiplicity = 4
HOMO-LUMO gap (spin up / spin down) = 0.234 / 0.258 Ha
DFT total energy = -6235.5592 a.u.

=====

No. 2
# CH3N5O2

A structure of composition CH3N5O2 in a non-equilibrium geometry (ωB97M-V with the def2-TZVPD basis set, the Open Molecules 2025 dataset).

Cartesian coordinates (Å):
C -0.44641 0.41082 -0.42192
H 1.27077 -0.54017 -1.48283
H -1.33749 2.03432 0.73569
H 1.38060 -2.04322 0.50694
N 0.01029 1.06202 -1.46151
N -1.54502 0.77620 0.32314
N -1.26974 0.31533 1.69723
N -0.49442 -0.68781 1.63898
N -0.01856 -0.87133 0.21034
O 1.07806 0.58432 -2.07715
O 1.37193 -1.04047 0.33109

## Properties
Total charge = 0
HOMO = -9.1 eV
HOMO-LUMO gap = 0.333 Ha
DFT total energy = -463.8561 a.u.

=====

No. 3
# C17H23FN4O3S

A cluster of 2 separate species, C17H23FN4O3S in total in a non-equilibrium geometry (ωB97M-V with the def2-TZVPD basis set, the Open Molecules 2025 dataset).

Cartesian coordinates (Å):
C 1.13722 5.06744 0.35082
N 0.04740 4.37809 -0.33905
C -0.26502 3.07715 -0.31668
O -1.15227 2.69369 -1.06383
C 0.49342 2.10060 0.61489
N 0.51344 2.50646 2.04023
C -0.51929 2.97044 2.75022
C -0.25234 3.29946 4.20139
O -1.63677 3.15570 2.29558
C 0.08790 0.61507 0.43072
C 1.09281 -0.30282 1.14436
C -1.31580 0.23777 0.92132
H 2.07523 4.52649 0.21580
H 1.25021 6.07156 -0.06216
H 0.91006 5.15316 1.41454
H -0.55599 4.92832 -0.93176
H 1.52400 2.16003 0.27052
H 1.37970 2.38428 2.53607
H -0.31792 4.37903 4.32712
H -1.01588 2.81621 4.80969
H 0.73199 2.95007 4.50615
H 0.14167 0.38540 -0.63392
H 0.84896 -1.34341 0.92681
H 1.05091 -0.15116 2.22271
H 2.10063 -0.10125 0.78226
H -2.06247 0.88760 0.46492
H -1.38155 0.34010 2.00389
H -1.53735 -0.79261 0.64423
C -3.35135 -2.14256 -2.48145
C -2.52716 -1.55029 -3.61734
O -3.08708 -0.93509 -4.50973
N -1.15602 -1.52963 -3.67122
C -0.29385 -2.20137 -2.82740
N -0.63150 -3.26275 -2.13623
C 0.44536 -3.70434 -1.38883
C 0.40679 -4.81242 -0.54525
C 1.54541 -5.16861 0.18588
F 1.52009 -6.24601 1.00240
C 2.71342 -4.40204 0.06938
C 2.75163 -3.29075 -0.78383
C 1.60949 -2.95914 -1.51439
S 1.37101 -1.66389 -2.65129
H -2.96019 -1.80667 -1.51749
H -3.31656 -3.23418 -2.52255
H -4.39311 -1.82141 -2.56574
H -0.75949 -0.89172 -4.34998
H -0.50676 -5.38891 -0.45888
H 3.59162 -4.68419 0.64132
H 3.65538 -2.69691 -0.88424

## Properties
Total charge = 0
SMILES = CNC(=O)[C@@H](NC(C)=O)C(C)C.CC(=O)Nc1nc2cc(F)ccc2s1
HOMO = -8.8 eV
HOMO-LUMO gap = 0.334 Ha
DFT total energy = -1604.4590 a.u.